[1]
Molecular formula: C25H43BBr12N3O5
Method: DFT, wB97M-V/def2-TZVPD

* energy relative to the best compared isomer or geometry (same formula, charge and spin): 7.0090 eV
* charge: -1
* frontier orbital gap: 6.5 eV

CARTESIAN COORDINATES (ANGSTROEM)
C 5.397 -1.335 -2.415
C 5.165 0.277 -2.363
C 3.863 0.759 -3.171
C 2.610 1.168 -2.254
C 2.098 0.020 -1.261
O 2.316 -1.373 -1.593
C 1.709 -1.742 -2.846
C 0.712 -3.006 -2.751
N -0.063 -3.081 -1.484
C -1.328 -3.844 -1.625
C -2.501 -2.863 -2.117
C -3.173 -2.059 -0.881
O -3.587 -3.556 -2.785
O 2.632 0.438 0.043
B 1.937 -0.395 1.027
O 2.683 -1.529 1.632
C 4.107 -1.347 1.539
C 4.677 -0.118 2.419
C 1.282 0.358 2.373
C 1.596 1.817 2.779
C 1.006 2.578 4.007
C -0.007 1.673 4.809
C -0.225 0.258 4.246
N 0.355 -0.409 3.140
O 0.683 -0.851 0.357
C 0.517 0.026 -0.803
C -0.005 1.539 -0.494
C -1.412 1.551 0.296
C -2.212 2.955 0.107
N -3.650 2.672 0.454
H 5.085 -1.789 -3.417
H 6.523 -1.562 -2.285
H 4.864 -1.887 -1.573
H 5.240 0.694 -1.301
H 6.076 0.713 -2.933
H 3.592 -0.085 -3.899
H 4.153 1.672 -3.802
H 2.878 2.124 -1.669
H 1.755 1.462 -2.955
H 2.508 -2.020 -3.629
H 1.091 -0.890 -3.328
H 1.254 -4.002 -2.998
H -0.064 -2.878 -3.599
H 0.571 -3.482 -0.781
H -1.631 -4.228 -0.578
H -1.207 -4.764 -2.297
H -2.070 -2.074 -2.834
H -4.005 -1.416 -1.362
H -2.406 -1.417 -0.324
H -3.659 -2.794 -0.156
H -3.329 -4.468 -3.036
H 4.589 -2.299 1.993
H 4.504 -1.307 0.455
H 5.771 -0.256 2.742
H 4.581 0.870 1.850
H 4.016 -0.028 3.353
H 2.331 2.397 2.113
H 1.249 3.652 4.283
H -0.565 2.062 5.727
H -1.005 -0.373 4.833
H -0.262 -0.322 -1.560
H 0.752 2.157 0.094
H -0.166 2.097 -1.498
H -1.295 1.368 1.419
H -2.077 0.745 -0.190
H -1.801 3.789 0.767
H -2.088 3.228 -1.003
H -4.135 2.324 -0.394
H -4.134 3.526 0.777
C -4.011 3.696 -3.444
Br -4.990 2.136 -2.836
Br -2.265 3.223 -4.141
Br -5.038 4.740 -4.717
H -3.847 4.328 -2.572
C -4.371 -2.041 4.901
Br -2.829 -0.904 4.583
Br -5.863 -1.046 5.649
Br -4.886 -3.021 3.308
H -4.076 -2.778 5.646
C 5.145 4.432 -0.864
Br 5.016 3.718 -2.665
Br 3.882 3.590 0.341
Br 6.960 4.342 -0.183
H 4.878 5.486 -0.919
C -9.566 -2.158 4.142
Br -10.910 -0.786 4.417
Br -9.915 -3.734 5.218
Br -9.359 -2.598 2.265
H -8.616 -1.746 4.480

***

[2]
Molecular formula: C25H43Cl3F5N3O5PS2
Method: DFT, wB97M-V/def2-TZVPD

* charge: +1
* frontier orbital gap: 8.2 eV

CARTESIAN COORDINATES (ANGSTROEM)
C 5.369 -2.078 1.814
O 5.000 -0.643 1.928
C 4.503 -0.363 3.284
C 3.543 0.960 3.415
C 2.771 1.391 2.013
C 1.874 0.252 1.308
C 0.247 0.464 1.209
C -0.248 0.736 2.762
F 0.556 -0.046 3.777
F -0.049 2.171 3.202
C -1.804 0.459 3.129
F -2.246 -0.947 3.202
F -1.923 0.932 4.569
F -2.794 1.362 2.429
C -0.213 -1.068 0.701
N 0.029 -2.161 1.727
C 0.337 -3.362 1.137
C -0.840 -4.521 1.057
C 1.811 -3.784 0.519
O -1.608 -1.179 0.316
C -1.751 -0.504 -0.977
C -3.404 -0.526 -1.232
C -4.290 -0.088 0.071
C -5.930 -0.315 -0.165
C -6.616 0.163 1.284
S -7.943 -1.007 1.905
O -8.363 -2.041 0.834
O -9.210 -0.165 2.257
Cl -7.340 -2.015 3.644
P -1.127 -1.626 -2.451
O 0.569 -1.425 -2.749
Cl -2.042 -1.015 -4.299
C -1.014 0.906 -1.008
Cl -2.309 2.209 -1.480
N -0.273 1.441 0.195
C 0.628 2.534 -0.318
C 0.517 3.979 0.503
C -0.922 4.739 0.351
S -1.065 6.323 1.371
H 5.461 -2.324 0.656
H 4.548 -2.811 2.236
H 6.410 -2.269 2.366
H 5.350 -0.268 4.103
H 3.837 -1.290 3.632
H 4.288 1.869 3.633
H 2.845 0.909 4.352
H 2.275 2.424 2.226
H 3.671 1.638 1.263
H 2.211 -0.779 1.780
H 2.232 0.176 0.169
H 0.574 -1.307 -0.165
H -1.589 -4.217 0.211
H -1.409 -4.643 2.095
H -0.390 -5.592 0.783
H 1.704 -4.641 -0.304
H 2.382 -2.893 0.008
H 2.516 -4.235 1.364
H -3.732 -0.061 -2.251
H -3.627 -1.696 -1.363
H -4.044 -0.652 1.065
H -4.194 1.078 0.311
H -6.279 0.434 -1.026
H -6.143 -1.438 -0.423
H -5.766 0.167 2.123
H -6.998 1.273 1.219
H 1.102 -2.269 -2.573
H -0.278 0.897 -1.950
H -1.027 1.985 0.726
H 0.377 2.890 -1.436
H 1.768 2.308 -0.397
H 1.313 4.682 -0.044
H 0.850 3.934 1.614
H -1.809 4.041 0.738
H -1.194 4.950 -0.792
H -1.537 6.055 2.668
C 3.850 1.235 -6.597
C 3.845 -0.282 -6.435
C 2.835 -0.765 -5.392
C 3.175 -0.172 -4.034
N 3.456 0.321 -2.908
H 4.146 1.739 -5.672
H 4.565 1.531 -7.371
H 2.860 1.602 -6.888
H 4.853 -0.613 -6.157
H 3.610 -0.742 -7.401
H 2.860 -1.858 -5.323
H 1.819 -0.466 -5.672

***

[3]
Molecular formula: C25H43EuNP2
Method: DFT, wB97M-V/def2-TZVPD

* 2S+1: 7
* charge: +1
* frontier orbital gap (alpha / beta): 6.1 / 8.0 eV

CARTESIAN COORDINATES (ANGSTROEM)
Eu -0.401 0.146 2.408
C -0.732 -2.301 3.483
C 0.615 -2.364 3.017
C 0.539 -0.855 4.765
C -0.776 -1.369 4.569
C 1.400 -1.475 3.810
C -1.903 -3.005 2.904
H -1.652 -3.485 1.950
H -2.751 -2.320 2.720
H -2.268 -3.790 3.591
C -1.989 -0.872 5.267
H -2.893 -1.379 4.897
H -2.127 0.213 5.136
H -1.909 -1.061 6.348
C 0.903 0.207 5.734
H 0.739 -0.139 6.768
H 0.298 1.118 5.598
H 1.961 0.488 5.637
C 2.865 -1.258 3.696
H 3.408 -1.811 4.484
H 3.133 -0.195 3.803
H 3.251 -1.602 2.727
C 1.128 -3.223 1.920
H 1.574 -4.148 2.324
H 1.906 -2.715 1.332
H 0.330 -3.515 1.228
C -2.051 0.881 -4.451
C -1.963 -0.449 -4.575
C -1.066 -1.215 -5.507
C 0.291 -0.554 -5.857
C 1.046 -0.004 -4.673
C 0.983 1.241 -4.189
C 0.051 2.338 -4.624
C -1.290 1.894 -5.259
H -1.596 -1.427 -6.449
H 0.146 0.198 -6.647
H -0.859 -2.197 -5.052
H -1.121 1.565 -6.296
H -2.813 1.311 -3.797
H -2.694 -1.079 -4.058
H -1.920 2.799 -5.320
H -0.176 2.957 -3.741
H 1.744 1.561 -3.475
H 0.561 3.007 -5.336
H 0.914 -1.351 -6.297
H 1.773 -0.706 -4.257
P -1.099 -0.066 -0.338
P 1.730 1.364 0.831
C -0.233 1.291 -1.265
C 0.729 2.207 -0.492
H -1.019 1.899 -1.738
H 0.307 0.777 -2.074
H 1.462 2.658 -1.181
H 0.175 3.030 -0.004
C 2.406 2.782 1.759
H 3.088 2.394 2.528
H 1.588 3.324 2.254
H 2.950 3.455 1.089
C 3.170 0.728 -0.081
H 3.580 1.490 -0.752
H 2.874 -0.162 -0.659
H 3.932 0.429 0.654
C -2.790 0.644 -0.202
H -3.439 -0.051 0.362
H -3.212 0.803 -1.206
H -2.755 1.603 0.342
C -1.278 -1.428 -1.512
H -0.329 -1.976 -1.590
H -1.548 -1.057 -2.504
H -2.059 -2.118 -1.163
N -1.629 3.491 3.475
C -1.211 2.430 3.212

***

[4]
Molecular formula: C25H43F3N2O12P2
Method: DFT, wB97M-V/def2-TZVPD

* frontier orbital gap: 8.4 eV

CARTESIAN COORDINATES (ANGSTROEM)
C 4.015 1.847 -0.101
C 3.375 0.613 -0.938
C 1.929 0.996 -1.497
C 1.678 2.291 -2.359
C 2.846 3.321 -2.759
C 4.075 2.645 -3.532
C 3.704 1.988 -4.948
C 4.088 0.440 -5.091
N 5.502 0.114 -4.740
C 0.243 2.687 -2.868
C -0.895 1.726 -2.487
C -0.640 0.428 -1.663
C 0.748 0.016 -1.143
C 0.907 -1.307 -0.272
C 1.283 -2.587 -1.197
O 1.078 -2.156 -2.586
C -2.080 -0.239 -1.552
O -2.435 -1.434 -1.514
N -2.949 0.982 -1.550
C -2.903 1.734 -0.265
C -2.608 0.840 1.024
O -3.582 -0.236 1.209
C -2.688 1.716 2.402
F -2.994 3.075 2.185
F -3.582 1.081 3.318
F -1.406 1.648 3.054
C -2.467 1.745 -2.746
O -3.159 2.213 -3.666
H 3.222 2.652 0.088
H 4.885 2.351 -0.638
H 4.373 1.476 0.914
H 3.357 -0.274 -0.199
H 4.043 0.264 -1.805
H 3.276 3.883 -1.852
H 2.437 4.148 -3.455
H 4.676 1.904 -2.884
H 4.821 3.499 -3.758
H 2.599 2.125 -5.217
H 4.292 2.552 -5.767
H 3.943 0.108 -6.189
H 3.319 -0.176 -4.488
H 5.579 -0.069 -3.723
H 5.725 -0.804 -5.171
H 0.022 3.627 -3.463
H -0.139 -1.542 0.164
H 1.591 -1.186 0.641
H 0.565 -3.458 -0.983
H 2.373 -2.847 -0.988
H 1.950 -2.164 -3.031
H -3.955 2.188 -0.116
H -2.178 2.616 -0.243
H -1.547 0.382 1.043
H -3.019 -1.019 1.419
C -2.833 -8.735 -1.795
O -2.541 -7.691 -2.714
P -2.316 -6.231 -2.100
O -1.353 -6.160 -0.978
O -3.799 -5.739 -1.732
C -4.832 -5.921 -2.692
O -1.934 -5.355 -3.379
C -1.541 -4.011 -3.128
H -3.453 -9.477 -2.301
H -1.903 -9.206 -1.471
H -3.377 -8.359 -0.925
H -5.381 -6.835 -2.458
H -4.439 -5.986 -3.708
H -5.515 -5.072 -2.633
H -2.193 -3.546 -2.386
H -1.611 -3.446 -4.058
H -0.508 -3.989 -2.776
C -2.562 2.017 7.839
O -1.149 2.169 7.878
P -0.589 3.645 8.135
O -1.172 4.350 9.295
O -0.810 4.387 6.728
C -0.429 3.710 5.537
O 0.995 3.425 8.198
C 1.776 4.558 8.552
H -2.802 1.186 7.176
H -2.932 1.795 8.841
H -3.049 2.919 7.459
H -1.307 3.230 5.102
H 0.340 2.958 5.722
H -0.040 4.444 4.829
H 1.422 5.454 8.036
H 2.811 4.372 8.261
H 1.733 4.713 9.631

***

[5]
Molecular formula: C25H43NO18
Method: DFT, wB97M-V/def2-TZVPD

* energy relative to the best compared isomer or geometry (same formula, charge and spin): 4.3411 eV
* frontier orbital gap: 10.4 eV

CARTESIAN COORDINATES (ANGSTROEM)
C 3.012 -1.838 -3.674
C 4.137 -2.686 -3.084
C 4.897 -1.887 -2.021
O 4.993 -2.782 -0.930
C 4.181 -3.875 -1.150
O 4.116 -4.809 -0.355
O 3.680 -3.835 -2.321
H 2.445 -2.424 -4.369
H 3.298 -0.915 -4.144
H 2.281 -1.532 -2.953
H 4.876 -3.149 -3.771
H 4.431 -0.897 -1.806
H 5.886 -1.660 -2.416
C -2.884 1.361 -0.203
C -4.172 1.139 0.601
C -4.085 2.061 1.800
O -5.264 2.836 1.597
C -5.904 2.591 0.493
O -6.925 3.151 0.142
O -5.288 1.642 -0.159
H -2.003 0.921 0.244
H -2.605 2.406 -0.312
H -2.988 0.877 -1.184
H -4.223 0.056 0.740
H -3.239 2.724 1.690
H -3.975 1.534 2.734
C -0.073 4.517 -0.668
C -0.132 3.612 0.566
C 1.019 3.826 1.538
O 0.416 4.211 2.793
C -0.895 4.260 2.640
O -1.690 4.594 3.440
O -1.220 4.017 1.382
H -0.168 5.571 -0.397
H -0.910 4.129 -1.210
H 0.763 4.361 -1.330
H -0.331 2.551 0.284
H 1.666 4.646 1.185
H 1.677 2.929 1.689
C -4.734 -1.759 3.682
O -4.045 -2.957 3.404
C -3.221 -2.967 2.399
O -3.014 -1.909 1.477
O -2.571 -4.142 2.214
C -1.514 -4.202 1.173
H -5.271 -1.695 4.583
H -5.489 -1.522 2.921
H -4.047 -0.949 3.622
H -1.962 -3.961 0.194
H -1.068 -5.178 1.064
H -0.675 -3.548 1.407
C 4.157 1.034 1.148
O 3.648 0.638 -0.113
C 2.986 1.449 -0.914
O 2.820 2.793 -0.603
O 2.738 0.978 -2.097
C 2.464 1.915 -3.048
H 4.787 0.207 1.553
H 3.324 1.178 1.745
H 4.645 2.007 1.141
H 3.310 2.665 -3.085
H 1.580 2.426 -2.787
H 2.320 1.530 -4.077
C 2.159 -2.147 1.115
O 1.322 -1.912 2.210
C 0.536 -0.896 2.124
O 0.539 0.060 0.978
O -0.221 -0.666 3.187
C -1.269 0.335 3.138
H 1.537 -2.463 0.234
H 2.937 -2.888 1.301
H 2.746 -1.274 0.899
H -2.007 0.165 2.412
H -0.938 1.400 2.998
H -1.819 0.088 4.035
C -0.122 -3.096 -2.089
C -0.314 -1.567 -1.818
C -0.736 -0.775 -3.038
C -0.866 0.692 -2.791
N -0.985 1.820 -2.591
H -0.439 -3.672 -1.289
H 0.931 -3.374 -2.302
H -0.726 -3.454 -2.975
H 0.548 -1.094 -1.413
H -1.101 -1.513 -1.043
H -1.652 -1.103 -3.502
H 0.010 -0.927 -3.842

***

| no. | calculated total energy (eV) | F_max (eV Å⁻¹) |
| --- | --- | --- |
| 1 | -882511.69929 | 5.60 |
| 2 | -123421.52967 | 9.90 |
| 3 | -66012.33396 | 2.46 |
| 4 | -80899.90896 | 4.85 |
| 5 | -64962.50802 | 9.10 |